# 1
DFT (ωB97M-V/def2-TZVPD) results for a molecular structure, C39H53FKN7O3P at a distorted geometry.

Multiplicity = 1
Largest force on an atom = 1.415 eV Å⁻¹
HOMO-LUMO gap = 6.238 eV
Charge = +1

The geometry in XYZ format:
```
105
Properties=species:S:1:pos:R:3:forces:R:3
K -1.827 -1.363 -1.268 -1.20 0.75 -0.05
C 5.988 -2.867 -0.459 0.08 0.04 -0.04
C 4.873 -3.620 0.242 -0.15 -0.09 0.13
N 3.628 -2.857 0.307 0.01 0.12 0.11
C 2.667 -3.091 -0.645 -0.04 -0.04 -0.03
C 1.495 -2.433 -0.741 0.36 -0.01 0.24
C 0.450 -2.767 -1.790 -0.10 -0.15 -0.16
O 0.634 -2.311 -2.928 0.03 0.02 -0.01
O -0.549 -3.378 -1.342 0.60 -0.66 0.04
C 1.206 -1.371 0.192 -0.11 0.01 -0.19
O 0.184 -0.682 0.138 0.36 0.05 0.38
C 2.229 -1.136 1.220 0.07 -0.05 0.07
C 2.006 -0.160 2.192 -0.05 0.04 -0.04
C 2.954 0.092 3.136 0.08 0.04 0.07
F 2.733 1.081 4.051 -0.05 -0.03 -0.06
C 4.166 -0.608 3.182 -0.01 -0.05 0.06
C 4.382 -1.591 2.237 -0.12 0.01 -0.03
C 3.427 -1.869 1.244 0.12 -0.14 -0.14
N 5.185 -0.364 4.144 -0.01 0.14 -0.12
C 6.476 0.067 3.661 0.08 -0.12 -0.07
C 6.613 1.580 3.678 -0.04 0.27 0.25
N 6.386 2.052 5.099 0.05 -0.03 0.03
C 5.028 1.627 5.622 0.25 0.26 -0.11
C 4.902 0.118 5.474 -0.06 -0.13 0.10
H 6.893 -3.473 -0.495 0.02 -0.02 0.00
H 6.222 -1.934 0.055 0.00 0.01 0.01
H 5.702 -2.620 -1.481 -0.02 -0.01 -0.02
H 5.156 -3.915 1.254 0.03 0.01 -0.02
H 4.640 -4.549 -0.278 0.06 0.04 -0.05
H 2.918 -3.879 -1.343 -0.02 0.00 -0.03
H 1.084 0.407 2.167 -0.02 -0.02 -0.02
H 5.299 -2.158 2.295 0.03 -0.03 0.01
H 6.641 -0.284 2.644 -0.04 0.01 0.02
H 7.266 -0.375 4.282 0.02 0.02 0.01
H 5.847 2.068 3.076 0.03 -0.06 -0.06
H 7.600 1.932 3.381 0.00 -0.07 -0.07
H 6.480 3.068 5.155 -0.04 -0.08 -0.03
H 7.120 1.662 5.699 -0.06 -0.01 -0.05
H 4.302 2.165 5.017 -0.03 -0.06 0.07
H 4.975 1.958 6.658 -0.07 -0.06 0.02
H 3.907 -0.183 5.793 0.02 0.01 -0.05
H 5.613 -0.360 6.161 -0.01 0.01 0.04
C -2.074 -3.813 2.921 0.07 -0.01 -0.02
C -3.352 -3.802 3.451 -0.02 -0.02 0.02
C -4.326 -3.040 2.828 -0.02 0.00 0.04
C -3.980 -2.310 1.698 -0.09 0.17 -0.15
N -2.746 -2.303 1.196 0.07 -0.15 0.10
C -1.820 -3.050 1.791 -0.11 0.06 0.02
C -5.003 -1.517 0.945 0.17 -0.15 0.09
C -6.042 -0.872 1.605 -0.03 0.02 -0.01
C -6.981 -0.184 0.856 -0.03 0.02 0.02
C -6.855 -0.173 -0.522 0.01 -0.01 -0.04
C -5.777 -0.838 -1.088 0.03 -0.02 0.00
N -4.862 -1.492 -0.382 0.00 0.08 0.08
H -1.287 -4.413 3.357 -0.01 -0.01 0.02
H -3.596 -4.394 4.323 0.00 0.00 0.00
H -5.345 -3.035 3.189 0.00 -0.02 0.01
H -0.843 -3.048 1.323 0.04 -0.01 -0.03
H -6.101 -0.895 2.685 -0.01 0.00 0.02
H -7.799 0.333 1.341 0.00 0.00 0.00
H -7.569 0.340 -1.151 -0.02 0.01 0.00
H -5.635 -0.856 -2.161 0.01 -0.01 -0.06
C -4.296 0.095 -6.777 -0.05 -0.10 0.05
N -3.743 -0.628 -5.648 0.05 0.01 -0.13
C -2.822 -1.645 -5.705 -0.01 0.00 -0.02
C -2.526 -1.960 -4.415 -0.04 0.11 0.15
N -3.242 -1.147 -3.557 -0.04 -0.02 -0.41
C -3.950 -0.368 -4.340 -0.04 0.04 0.03
H -4.287 -0.557 -7.648 0.00 0.03 -0.01
H -3.715 0.991 -6.993 -0.01 0.00 -0.01
H -5.328 0.367 -6.565 0.03 0.04 -0.01
H -2.476 -2.043 -6.641 0.02 -0.03 -0.04
H -1.831 -2.699 -4.052 0.06 -0.02 0.06
H -4.620 0.415 -4.023 -0.05 0.02 0.06
C -0.770 2.689 1.329 0.02 -0.04 0.06
C -0.292 2.967 -0.098 -0.03 0.14 0.06
C 1.176 2.575 -0.242 0.11 0.03 0.04
P -1.407 2.081 -1.290 -0.08 -0.32 -0.25
C -0.524 2.385 -2.903 -0.01 0.12 0.00
C 0.500 1.262 -3.098 0.11 -0.14 0.00
C -1.429 2.393 -4.135 -0.05 -0.13 0.02
C -2.898 3.192 -1.225 -0.04 0.14 0.12
C -4.120 2.543 -1.880 -0.01 -0.01 -0.05
C -2.737 4.648 -1.658 0.00 0.03 -0.01
H -0.070 3.110 2.056 0.01 0.04 0.01
H -0.838 1.612 1.504 0.02 -0.01 -0.03
H -1.750 3.117 1.539 -0.03 0.01 -0.04
H -0.368 4.040 -0.305 0.01 0.00 0.07
H 1.309 1.495 -0.172 -0.03 -0.01 0.07
H 1.754 3.041 0.562 0.02 0.02 0.02
H 1.604 2.905 -1.189 -0.03 0.03 0.05
H -0.004 3.348 -2.834 -0.02 0.01 -0.05
H 0.004 0.306 -3.285 -0.03 0.01 -0.01
H 1.158 1.106 -2.243 -0.09 0.00 -0.12
H 1.125 1.472 -3.969 0.01 0.01 -0.01
H -2.002 1.463 -4.194 0.00 0.00 0.04
H -0.811 2.443 -5.034 0.01 0.02 -0.01
H -2.128 3.224 -4.168 -0.07 0.11 0.06
H -3.112 3.193 -0.149 0.04 0.00 0.00
H -4.081 2.619 -2.965 0.06 0.00 -0.12
H -5.034 3.044 -1.552 0.00 0.02 -0.01
H -4.206 1.486 -1.621 0.04 -0.01 0.04
H -2.445 4.737 -2.703 0.01 -0.04 -0.06
H -1.996 5.184 -1.066 0.04 -0.03 0.03
H -3.683 5.183 -1.542 -0.02 -0.01 0.01
```
Positions in Å, forces in eV/Å.

These are the Löwdin partial charges, in e, on atoms 1 to 99: 0.71, -0.06, -0.19, -0.04, 0.04, -0.03, -0.74, 0.01, -0.13, -0.32, -0.07, -0.04, 0.08, -0.18, 0.04, -0.15, 0.06, -0.12, -0.09, -0.14, -0.07, 0.06, -0.08, -0.14, 0.08, 0.06, 0.09, 0.12, 0.12, 0.15, 0.13, 0.11, 0.13, 0.14, 0.15, 0.14, 0.18, 0.18, 0.12, 0.14, 0.14, 0.14, -0.05, -0.06, -0.02, -0.22, 0.08, -0.11, -0.22, -0.02, -0.06, -0.06, -0.14, 0.12, 0.10, 0.11, 0.11, 0.10, 0.11, 0.11, 0.10, 0.09, -0.01, -0.13, -0.06, -0.13, 0.00, -0.21, 0.09, 0.09, 0.09, 0.12, 0.10, 0.12, -0.13, -0.55, -0.12, 1.08, -0.55, -0.12, -0.11, -0.55, -0.13, -0.11, 0.07, 0.06, 0.06, 0.09, 0.05, 0.07, 0.07, 0.11, 0.07, 0.05, 0.09, 0.06, 0.08, 0.05, 0.09

# 2
DFT (ωB97M-V/def2-TZVPD) results for 6 unconnected molecules or ions with the total composition C39H54B2FNO16S2.

Multiplicity = 1
Largest force on an atom = 0.987 eV Å⁻¹
SMILES = CB(O)B(CCCSC(=S)N(c1ccccc1)c1ccccc1)[C@H](C)F.C[C@@H]1COC(=O)O1.C[C@@H]1COC(=O)O1.C[C@@H]1COC(=O)O1.C[C@@H]1COC(=O)O1.C[C@@H]1COC(=O)O1
HOMO-LUMO gap = 7.835 eV

The geometry in XYZ format:
```
115
Properties=species:S:1:pos:R:3:forces:R:3
C -0.867 1.651 2.686 -0.23 -0.04 0.32
B -1.221 0.142 2.934 -0.10 0.15 -0.09
O -0.255 -0.664 3.504 -0.20 0.15 -0.31
B -2.753 -0.454 2.525 -0.10 -0.06 -0.06
C -3.129 -1.227 1.225 0.28 0.11 -0.16
C -2.003 -1.645 0.273 -0.24 -0.08 0.06
C -1.611 -0.484 -0.624 -0.12 -0.25 0.12
S -0.171 -0.721 -1.684 0.00 0.08 -0.32
C 1.219 -0.247 -0.671 -0.22 0.14 0.14
S 2.137 1.002 -1.169 0.09 0.09 -0.06
N 1.418 -0.954 0.494 0.62 -0.42 -0.64
C 2.548 -0.535 1.304 -0.23 0.20 0.42
C 3.821 -0.988 1.010 -0.09 -0.10 -0.24
C 4.876 -0.574 1.789 0.49 0.03 0.38
C 4.669 0.255 2.882 -0.49 0.19 0.09
C 3.384 0.686 3.191 -0.11 -0.21 -0.39
C 2.315 0.292 2.384 0.30 0.21 0.20
C 1.301 -2.395 0.475 -0.22 0.23 0.12
C 0.920 -3.019 1.650 0.05 -0.23 0.16
C 0.806 -4.397 1.709 0.02 0.06 0.02
C 1.075 -5.164 0.587 -0.03 -0.02 0.03
C 1.489 -4.537 -0.577 -0.06 -0.13 -0.04
C 1.612 -3.161 -0.638 -0.01 0.13 -0.01
C -3.924 -0.146 3.547 0.61 -0.22 -0.34
C -3.510 -0.406 4.984 -0.52 0.04 -0.01
F -5.082 -0.901 3.255 -0.15 0.09 0.04
H -0.323 1.721 1.741 0.03 0.03 -0.13
H -1.750 2.279 2.581 -0.01 0.15 -0.02
H -0.214 2.064 3.455 0.07 0.10 0.06
H -0.324 -1.563 3.167 -0.47 0.03 0.61
H -3.768 -0.517 0.678 -0.26 0.01 0.03
H -3.796 -2.057 1.454 -0.10 -0.08 0.09
H -2.372 -2.455 -0.355 0.18 -0.17 -0.14
H -1.132 -2.026 0.803 -0.13 0.03 0.06
H -2.403 -0.342 -1.359 -0.11 0.17 -0.04
H -1.534 0.447 -0.062 0.22 0.13 -0.01
H 3.995 -1.645 0.171 0.00 -0.03 -0.07
H 5.878 -0.911 1.571 0.03 -0.10 -0.17
H 5.493 0.583 3.497 0.14 -0.05 0.03
H 3.207 1.325 4.040 0.03 0.11 0.08
H 1.307 0.612 2.605 0.34 -0.03 -0.07
H 0.736 -2.417 2.530 0.46 -0.27 -0.22
H 0.512 -4.864 2.636 -0.05 -0.10 0.08
H 0.971 -6.237 0.612 0.04 -0.09 0.08
H 1.713 -5.135 -1.447 0.07 -0.03 -0.09
H 1.934 -2.687 -1.551 0.07 0.10 -0.08
H -4.182 0.908 3.395 -0.19 0.11 0.16
H -2.966 -1.343 5.073 0.15 -0.05 0.10
H -2.905 0.419 5.349 0.23 -0.02 0.04
H -4.396 -0.474 5.612 -0.08 0.04 0.09
C 4.143 -0.633 -4.497 -0.04 0.12 0.04
C 5.408 -0.694 -3.665 -0.05 -0.03 -0.09
C 6.434 -1.724 -4.097 0.03 0.01 0.02
O 7.083 -2.056 -2.863 0.00 -0.04 -0.08
C 6.203 -1.826 -1.859 -0.20 0.09 -0.07
O 6.339 -2.183 -0.734 0.12 -0.03 -0.02
O 5.133 -1.139 -2.323 0.03 0.00 0.12
H 4.329 -0.983 -5.513 0.02 -0.03 0.00
H 3.367 -1.249 -4.045 0.04 -0.10 -0.03
H 3.757 0.382 -4.560 -0.04 -0.01 0.06
H 5.871 0.293 -3.587 0.05 -0.01 0.01
H 7.163 -1.343 -4.807 0.07 0.00 0.07
H 5.965 -2.626 -4.498 -0.05 0.01 -0.02
C 8.951 4.916 4.454 0.05 -0.07 0.13
C 7.922 3.841 4.161 0.04 0.12 -0.04
C 7.236 3.948 2.814 -0.02 -0.06 -0.06
O 5.956 3.363 3.069 0.02 0.12 0.01
C 5.684 3.518 4.387 0.06 -0.01 -0.01
O 4.631 3.315 4.894 -0.03 -0.02 0.02
O 6.790 3.937 5.048 0.08 -0.05 0.07
H 9.372 5.312 3.530 -0.02 0.01 -0.02
H 8.492 5.730 5.012 -0.07 0.06 -0.10
H 9.774 4.526 5.051 -0.03 0.01 0.04
H 8.350 2.844 4.291 -0.03 -0.03 -0.04
H 7.742 3.400 2.024 -0.08 -0.07 0.00
H 7.093 4.987 2.507 0.04 0.03 0.03
C -6.098 2.105 0.678 -0.02 0.02 0.24
C -5.304 3.293 0.177 -0.07 -0.15 -0.06
C -5.061 3.333 -1.315 0.12 0.05 -0.01
O -3.807 4.027 -1.404 -0.04 -0.07 -0.05
C -3.131 3.820 -0.250 -0.06 -0.01 -0.01
O -1.989 4.090 -0.071 0.04 0.01 0.01
O -3.946 3.257 0.674 -0.05 0.04 0.11
H -6.757 1.709 -0.094 0.04 0.04 -0.07
H -5.414 1.323 1.007 -0.03 -0.09 -0.11
H -6.721 2.378 1.528 0.04 -0.03 0.04
H -5.749 4.232 0.514 0.04 0.05 -0.04
H -5.833 3.866 -1.855 0.06 0.09 -0.04
H -4.937 2.333 -1.739 -0.02 -0.03 0.04
C 1.058 -7.805 -4.332 0.16 -0.04 0.00
C 0.714 -8.733 -3.183 -0.06 0.08 -0.09
C -0.766 -8.877 -2.884 0.00 -0.01 0.03
O -0.772 -9.148 -1.478 -0.07 0.01 -0.05
C 0.347 -8.606 -0.944 0.00 0.04 -0.05
O 0.552 -8.477 0.218 -0.01 -0.07 0.04
O 1.195 -8.218 -1.925 0.10 -0.04 -0.03
H 0.233 -7.746 -5.043 -0.03 0.01 0.01
H 1.272 -6.807 -3.955 -0.13 0.04 0.02
H 1.936 -8.152 -4.874 0.03 0.02 0.04
H 1.171 -9.715 -3.323 -0.03 -0.03 0.02
H -1.242 -9.692 -3.422 -0.01 -0.06 0.09
H -1.311 -7.948 -3.064 0.03 0.03 -0.03
C -8.521 8.154 -3.320 0.14 0.03 0.06
C -8.119 6.749 -3.723 -0.11 0.09 -0.02
C -9.153 5.978 -4.521 0.02 -0.02 0.01
O -8.878 4.620 -4.153 -0.11 0.04 -0.05
C -8.311 4.630 -2.928 0.00 0.03 0.02
O -8.128 3.666 -2.254 -0.01 -0.05 0.00
O -7.973 5.887 -2.572 0.12 0.07 0.00
H -9.252 8.563 -4.018 -0.02 -0.02 -0.01
H -8.952 8.148 -2.320 -0.12 -0.05 -0.03
H -7.664 8.824 -3.309 0.01 -0.02 0.05
H -7.160 6.751 -4.245 0.00 -0.05 -0.03
H -9.053 6.098 -5.596 0.04 -0.10 -0.01
H -10.173 6.223 -4.216 0.00 0.04 0.02
```
Positions in Å, forces in eV/Å.

These are the Löwdin partial charges, in e, on atoms 1 to 99: 0.00, -0.44, 0.10, -0.13, -0.11, -0.25, -0.46, 0.89, -1.08, 0.70, -0.06, -0.27, -0.03, -0.06, -0.08, -0.04, 0.00, -0.25, -0.03, -0.05, -0.06, -0.06, -0.04, -0.31, -0.03, -0.06, 0.07, 0.06, 0.08, 0.06, 0.12, 0.11, 0.11, 0.08, 0.07, 0.08, 0.10, 0.10, 0.09, 0.10, 0.07, 0.10, 0.11, 0.08, 0.10, 0.10, 0.14, 0.09, 0.09, 0.08, -0.01, -0.31, -0.09, 0.06, -0.55, 0.16, 0.06, 0.08, 0.09, 0.08, 0.16, 0.14, 0.14, -0.02, -0.32, -0.09, 0.06, -0.56, 0.16, 0.08, 0.08, 0.09, 0.08, 0.16, 0.14, 0.14, 0.00, -0.30, -0.09, 0.06, -0.57, 0.16, 0.06, 0.09, 0.07, 0.09, 0.16, 0.11, 0.14, -0.01, -0.31, -0.09, 0.07, -0.56, 0.16, 0.07, 0.09, 0.09, 0.08